Entry 1:
Molecular formula: C4H13O4
Method: DFT, the ωB97M-V functional and the def2-TZVPD basis

Geometry (Å):
C -0.49338 0.33646 1.46942
C -0.89067 1.66702 0.81954
C -0.03003 1.98947 -0.40379
O 1.35368 1.86942 -0.08914
C -1.21201 -0.91054 0.87738
O -0.37427 -1.63422 0.06905
H 0.58879 0.19594 1.45917
H -0.56006 0.49568 2.56599
H -0.80257 2.50500 1.52163
H -1.96988 1.64153 0.62558
H -0.25189 1.23636 -1.17131
H -0.23758 2.97299 -0.82640
H -2.09606 -0.45943 0.36952
H -1.62858 -1.52210 1.70476
H 0.74406 -1.16121 -0.45173
H 1.65350 1.09117 -0.59241
H 2.35558 -0.99662 -0.41548
O 1.63591 -0.82676 -1.03849
H 0.05644 -2.58716 -1.92379
H 1.47965 -2.68265 -2.24936
O 0.67937 -3.22035 -2.32013

Force components x, y, z for each atom (eV/Å):
0.3 0.5 1.3
0.3 0.4 0.4
-0.2 -1.1 -0.2
-0.1 0.5 -0.3
0.6 0.8 0.3
-0.4 -0.4 -0.3
0.0 -0.1 -0.8
-0.9 -0.4 -0.2
0.3 -0.1 0.2
0.1 0.0 -0.5
-0.1 0.2 -0.1
0.0 0.2 0.1
0.0 -0.4 -0.2
0.1 0.0 -0.1
-0.4 0.2 -0.2
0.0 -0.3 0.2
-0.1 0.0 -0.2
0.5 0.2 0.4
-0.1 -0.4 0.3
0.0 0.0 0.1
0.0 0.3 -0.3

Properties
calculated total energy	-461.1839	Eh
total charge	-1
strongest force on any atom	1.4	eV/A
energy above the lowest of the compared OMol25 structures with the same formula, charge and spin	75.2	kJ/mol
molecular weight	125.1	g mol⁻¹

natural (NBO) atomic charge list, values in e, 6 entries: -0.4422 -0.4179 -0.0676 -0.7734 -0.0196 -0.9166



Entry 2:
Molecular formula: C7H16Cl2O3PTl
Method: DFT, the ωB97M-V functional and the def2-TZVPD basis

Geometry (Å):
C -0.14055 -4.59238 -3.38375
C 0.01887 -3.87150 -2.08370
H -1.20358 -4.72729 -3.55548
H 0.33521 -5.57835 -3.34702
H 0.27247 -3.99536 -4.20382
O -0.84067 -3.47420 -1.31760
Cl 1.72683 -3.60868 -1.71842
Tl -0.23373 -0.36959 1.01273
P -0.11022 1.81014 -0.36828
C -1.54214 2.92528 -0.27613
C 1.40081 2.79189 -0.17362
H 0.78829 0.36141 -2.08073
H 0.02622 1.89796 -2.73572
H -1.01727 0.49383 -2.19166
C -0.07531 1.05680 -2.02372
H 2.27383 2.11216 -0.20998
H 1.40798 3.51296 -1.01175
H -1.39395 3.67004 -1.08893
H -1.55136 3.41759 0.72226
H 1.36832 3.31530 0.80199
H -2.47670 2.34136 -0.42850
C -2.01103 0.57913 2.02146
O -2.90227 1.02565 2.65664
Cl 2.23053 -0.84149 0.34018
C 0.34708 0.02926 4.36682
O 1.22047 0.26256 3.22628
H -0.34535 0.88695 4.42527
H 0.95045 -0.03722 5.29787
H -0.32112 -0.84770 4.27740
H 1.79789 -0.54652 3.04991

Force components x, y, z for each atom (eV/Å):
-0.7 0.0 0.1
-0.9 0.4 0.9
-0.1 -0.1 -0.1
0.1 0.3 0.0
0.2 -0.2 0.2
1.4 -0.4 -1.3
0.1 0.1 0.2
4.2 0.3 -1.1
0.1 0.2 -1.3
0.0 -0.3 0.4
0.0 -0.3 0.6
-0.4 0.5 -0.1
0.0 -0.6 0.1
0.5 0.4 -0.1
-0.1 0.0 0.1
-0.4 0.5 0.0
0.1 -0.3 0.4
-0.3 -0.3 0.5
-0.1 -0.1 -0.8
0.1 -0.2 -0.6
0.5 0.6 0.0
-7.7 2.5 5.9
5.8 -2.6 -4.3
-1.7 -0.2 0.6
-0.2 0.3 0.8
-0.5 -2.0 -1.1
0.6 -0.1 0.1
-0.5 0.0 -0.6
0.7 0.0 -0.1
-0.7 1.5 0.7

Properties
calculated total energy	-1935.5406	Eh
total charge	+2
strongest force on any atom	10.0	eV/A
energy above the lowest of the compared OMol25 structures with the same formula, charge and spin	0.0	kJ/mol
molecular weight	454.5	g mol⁻¹

Mulliken atomic charge list, values in e, 6 entries: -0.9163 0.6592 0.2876 0.3373 0.3163 -0.4877



Entry 3:
Molecular formula: C4H4N2O
Method: DFT, the ωB97M-V functional and the def2-TZVPD basis

Geometry (Å):
N 1.23144 0.31800 -0.89244
C 1.40212 -0.71186 -0.22228
C 0.27697 -1.43269 0.24394
C -0.86008 -0.66994 0.15331
C -0.78330 0.67800 -0.31427
N -0.32711 1.76790 0.49865
O 0.33817 1.47359 1.47996
H 1.82150 1.14002 -0.85678
H 0.30026 -2.46829 0.55552
H -1.83085 -1.12566 0.33500
H -1.56912 1.03093 -0.98063

Force components x, y, z for each atom (eV/Å):
0.3 -0.8 0.4
-0.3 0.8 -0.5
-0.2 -0.1 0.0
0.2 -0.1 0.0
-0.2 0.0 0.1
0.4 -0.3 0.5
-0.4 0.3 -0.6
0.0 0.1 0.0
0.0 0.1 0.0
0.1 0.0 -0.1
0.2 0.0 0.1

Properties
calculated total energy	-339.3507	Eh
total charge	0
strongest force on any atom	1.0	eV/A
energy above the lowest of the compared OMol25 structures with the same formula, charge and spin	606.3	kJ/mol
molecular weight	96.1	g mol⁻¹

natural (NBO) atomic charge list, values in e, 6 entries: -0.5048 0.3005 -0.3246 -0.1368 -0.1713 0.0798



Entry 4:
Molecular formula: C5H10N3
Method: DFT, the ωB97M-V functional and the def2-TZVPD basis

Geometry (Å):
C -0.14032 0.11079 1.38940
C 0.68308 0.61262 -0.71757
C -1.37774 0.51409 2.24284
C 0.21824 -0.85068 -0.61132
C 0.15999 -1.84182 -1.66572
N -0.30746 -1.00155 0.50367
N 0.48743 1.10907 0.46189
N 1.20411 1.29934 -1.74748
H 0.68002 -0.22974 2.05876
H -2.27115 0.73255 1.74574
H -1.76230 -0.32515 2.82679
H -0.20940 -2.69825 -1.09880
H 1.12495 -2.13013 -2.10426
H -0.66210 -1.65710 -2.37373
H 0.52717 2.07718 0.57970
H -1.21831 1.31238 2.83999
H 1.45694 2.25898 -1.72017
H 1.40683 0.70743 -2.60974

Force components x, y, z for each atom (eV/Å):
0.2 -0.2 0.2
0.7 -0.1 -0.7
0.4 -2.9 -1.7
0.4 2.5 -1.3
-0.4 -1.6 -0.2
-0.8 -0.9 2.1
-1.0 -0.6 0.5
-0.5 -3.7 -1.1
-0.5 0.4 0.0
-1.0 0.6 -1.8
0.9 -0.2 0.2
0.2 -0.4 -0.3
-0.4 0.4 -0.2
0.7 0.3 -0.2
0.2 1.7 0.8
1.0 2.4 2.1
0.2 0.6 0.0
-0.3 1.6 1.5

Properties
calculated total energy	-360.5390	Eh
total charge	+1
strongest force on any atom	3.9	eV/A
energy above the lowest of the compared OMol25 structures with the same formula, charge and spin	94.8	kJ/mol
molecular weight	112.2	g mol⁻¹

natural (NBO) atomic charge list, values in e, 6 entries: 0.0896 0.4818 -0.6287 0.2327 -0.6992 -0.3051



Entry 5:
Molecular formula: C4H2F2
Method: DFT, the ωB97M-V functional and the def2-TZVPD basis

Geometry (Å):
C -2.98517 0.64108 1.10930
C -1.37132 0.82734 0.73974
C -0.15983 0.28587 0.11091
C -0.04968 1.37901 1.05263
F 0.32769 2.52798 0.39588
F 0.59062 1.44637 2.21201
H -0.11831 -0.70774 0.50634
H 0.17622 0.61915 -0.86518

Force components x, y, z for each atom (eV/Å):
8.7 1.0 -2.0
-9.3 0.4 2.3
0.2 -1.0 -0.2
0.6 1.9 -0.1
-0.6 0.0 0.1
-0.3 -0.8 0.6
1.0 -0.7 -0.4
-0.2 -0.7 -0.3

Properties
calculated total energy	-353.0532	Eh
total charge	0
strongest force on any atom	9.6	eV/A
energy above the lowest of the compared OMol25 structures with the same formula, charge and spin	544.9	kJ/mol
molecular weight	88.1	g mol⁻¹

natural (NBO) atomic charge list, values in e, 6 entries: 0.2918 -0.3443 -0.5020 0.6631 -0.3352 -0.2959



Entry 6:
Molecular formula: C4H6GdO7
Method: DFT, the ωB97M-V functional and the def2-TZVPD basis

Geometry (Å):
O -0.11049 -1.44378 0.71823
C -0.62830 -0.19618 0.55149
C -0.81068 0.16582 -0.92502
O -2.15937 -0.24137 -1.25323
C -2.85966 -0.34034 -0.17786
O -2.23224 -0.35348 0.92178
O -4.12751 -0.25840 -0.29774
H 0.10844 -1.61782 1.64309
H -0.42724 0.53038 1.34199
H -0.14184 -0.40378 -1.57507
H -0.73311 1.24020 -1.10844
H -4.45507 0.65626 -0.27564
O 3.22645 -1.08944 -0.04339
C 3.15499 0.21119 -0.07997
O 2.13382 0.87260 0.34163
O 4.11105 0.86608 -0.57217
Gd 3.49086 2.85751 0.34707
H 2.45990 -1.45544 0.44325

Force components x, y, z for each atom (eV/Å):
0.5 1.2 -0.4
-2.2 -1.8 0.9
0.2 -0.4 0.0
0.8 0.3 -0.6
0.1 1.4 0.1
0.9 0.1 -0.2
-0.4 -0.8 0.4
-0.3 -0.2 0.3
0.4 0.0 -0.5
-0.1 0.1 0.2
-0.1 -0.2 0.0
-0.4 0.0 0.0
0.1 1.4 0.1
-2.2 -2.2 0.5
0.9 1.4 0.5
2.0 1.9 -0.3
-0.3 -2.0 -0.7
0.0 -0.2 -0.3

Properties
calculated total energy	-1447.1710	Eh
⟨S²⟩	16.12
total charge	+3
strongest force on any atom	3.2	eV/A
energy above the lowest of the compared OMol25 structures with the same formula, charge and spin	0.0	kJ/mol
2S+1	8
molecular weight	323.3	g mol⁻¹

Mulliken atomic charge list, values in e, 6 entries: -0.4830 0.2307 -0.3506 -0.2334 0.5840 -0.3165